{"formula": "Cl4O16Pb", "method": "ωB97M-V/def2-TZVPD", "symbols": ["Pb", "Cl", "O", "O", "O", "O", "Cl", "O", "O", "O", "O", "Cl", "O", "O", "O", "O", "Cl", "O", "O", "O", "O"], "coordinates": [[-0.8819, -1.6052, 0.1594], [4.1909, -3.2773, -2.5898], [3.3026, -2.7107, -3.6455], [5.0980, -2.3332, -2.0139], [3.3532, -3.8927, -1.6504], [5.0283, -4.3791, -3.0886], [-3.0583, 4.4062, 3.4454], [-2.7617, 3.2126, 2.6823], [-2.5221, 3.9462, 4.6726], [-2.4548, 5.7501, 2.9246], [-4.4854, 4.5821, 3.5387], [2.9178, 0.7000, 5.2176], [2.1913, 0.2538, 6.3477], [2.2852, 0.1948, 4.1114], [2.9395, 2.1510, 5.4316], [4.2207, 0.2096, 5.2868], [-3.9105, -1.4651, -6.2460], [-5.2652, -1.1479, -6.3034], [-3.1473, -0.6820, -7.0880], [-3.3590, -1.0226, -4.8998], [-3.6812, -2.8906, -6.2928]], "forces_ev_per_a": [[0.363, 0.269, -0.182], [1.484, -1.417, -3.323], [1.704, -0.200, 1.281], [-0.642, 1.072, 0.144], [-2.256, -0.350, 2.836], [-0.554, 0.943, -0.776], [0.140, 1.877, -1.093], [0.000, 0.277, -2.868], [0.830, 1.570, 2.750], [-1.179, -4.127, 1.296], [0.168, 0.256, -0.181], [0.660, 2.742, 4.682], [-1.405, -1.250, 2.041], [-2.153, -0.446, -4.657], [-0.069, -0.426, -1.832], [2.882, -0.757, -0.340], [2.373, -0.821, 6.259], [-2.636, 0.164, -0.634], [1.588, 1.072, -3.886], [-1.071, -0.802, -0.468], [-0.227, 0.353, -1.049]], "e_homo_ev": -5.05, "orbital_gap_ev": 1.85, "de_lowest_kj_mol": 1030.4, "charge": -2}